# 1
Formula: C5H10O
Source: OMol25
Level of theory: ωB97M-V with the def2-TZVPD basis set

2S+1: 1
Kohn-Sham gap: 11.3 eV
net charge: 0
SMILES string: CC(C)[C@H]1CO1
energy relative to the best compared isomer or geometry (same formula, charge and spin): 1.208 eV

Each line ends with the natural charge from an NBO analysis.
CARTESIAN COORDINATES (ANGSTROEM)
C: 1.66 0.41 -0.24  -0.6058
C: 0.32 0.03 0.40  -0.2479
C: -0.06 0.97 1.55  -0.6044
C: -0.77 0.05 -0.65  0.0665
C: -1.20 -1.10 -1.44  -0.1141
O: -1.98 -0.64 -0.35  -0.4961
H: 1.90 -0.23 -1.10  0.2112
H: 2.48 0.33 0.47  0.2140
H: 1.63 1.44 -0.60  0.2028
H: 0.38 -0.98 0.83  0.2056
H: 0.65 0.89 2.39  0.2105
H: -1.06 0.73 1.94  0.2212
H: -0.06 2.02 1.22  0.2004
H: -0.93 1.03 -1.10  0.1751
H: -1.65 -0.93 -2.43  0.1807
H: -0.74 -2.08 -1.32  0.1804



# 2
Formula: C22H18BN2O6OsS4
Source: OMol25
Level of theory: ωB97M-V with the def2-TZVPD basis set

2S+1: 5
Kohn-Sham gap (spin up / spin down): 6.3 / 6.5 eV
net charge: -1

Each line ends with the natural charge from an NBO analysis.
CARTESIAN COORDINATES (ANGSTROEM)
Os: -0.65 -0.15 1.60  1.0234
C: -0.82 3.54 -1.02  -0.6799
C: -1.21 2.39 -0.13  0.3446
N: -0.29 1.57 0.28  -0.3591
N: 1.01 1.86 -0.10  -0.4358
C: 1.91 1.09 0.40  -0.0655
S: 1.69 -0.28 1.45  -0.0134
S: 3.60 1.41 0.05  0.2955
C: 3.49 2.64 -1.29  -0.5764
C: 3.46 2.00 -2.65  0.0675
C: 4.65 1.83 -3.37  -0.2435
C: 4.65 1.22 -4.61  -0.2089
C: 3.46 0.77 -5.17  -0.2270
C: 2.27 0.94 -4.47  -0.1915
C: 2.27 1.55 -3.22  -0.2426
C: -2.61 2.24 0.27  -0.2297
C: -3.45 3.37 0.19  -0.1011
C: -4.79 3.31 0.50  -0.2869
C: -5.35 2.09 0.87  -0.1706
C: -4.56 0.97 0.96  -0.2653
C: -3.19 1.02 0.69  0.3851
O: -2.49 -0.09 0.82  -0.7039
H: -0.01 3.25 -1.68  0.2444
H: -0.44 4.37 -0.41  0.2388
H: -1.66 3.89 -1.60  0.2207
H: 4.38 3.26 -1.17  0.2260
H: 2.61 3.25 -1.10  0.2573
H: 5.58 2.18 -2.93  0.2050
H: 5.58 1.10 -5.15  0.2074
H: 3.45 0.30 -6.14  0.2079
H: 1.34 0.58 -4.88  0.2105
H: 1.35 1.66 -2.66  0.2244
H: -3.03 4.32 -0.10  0.1966
H: -5.40 4.21 0.45  0.2065
H: -6.41 2.03 1.11  0.2079
H: -4.96 0.01 1.27  0.2279
O: -0.77 -3.12 0.44  -0.6731
B: -0.44 -2.31 1.55  0.7693
O: 0.06 -3.10 2.57  -0.6258
C: 0.02 -4.39 2.12  0.2208
C: 0.38 -5.54 2.76  -0.2324
C: 0.23 -6.74 2.06  -0.2313
C: -0.27 -6.75 0.76  -0.2309
C: -0.64 -5.57 0.12  -0.2771
C: -0.49 -4.40 0.83  0.2891
H: 0.77 -5.51 3.78  0.2287
H: 0.51 -7.67 2.53  0.2058
H: -0.38 -7.69 0.24  0.2044
H: -1.04 -5.56 -0.89  0.2182
O: -1.84 -1.26 4.92  -0.9772
S: -0.64 -0.47 5.00  2.3302
O: 0.56 -1.09 4.48  -0.9766
O: -0.48 0.31 6.20  -0.9725
S: -1.01 1.13 3.50  -0.4662



# 3
Formula: C27H27N3O5
Source: OMol25
Level of theory: ωB97M-V with the def2-TZVPD basis set

2S+1: 1
Kohn-Sham gap: 8.9 eV
net charge: 0
SMILES string: C/C(=N\NC(=O)C(O)(c1ccccc1)c1ccccc1)c1ccc(NC(=O)CCCC(=O)O)cc1
energy relative to the best compared isomer or geometry (same formula, charge and spin): 0.796 eV

Each line ends with the natural charge from an NBO analysis.
CARTESIAN COORDINATES (ANGSTROEM)
C: 3.21 -0.26 1.92  -0.6995
C: 2.66 0.01 0.54  0.2605
N: 1.67 0.76 0.27  -0.2461
N: 0.95 1.40 1.21  -0.4565
C: -0.28 1.85 0.87  0.6844
O: -0.71 1.83 -0.27  -0.6086
C: -1.06 2.34 2.11  0.0938
O: -0.15 3.04 2.95  -0.7047
C: -1.56 1.13 2.88  -0.0528
C: -1.65 -0.13 2.31  -0.1703
C: -2.14 -1.19 3.05  -0.2199
C: -2.53 -1.01 4.36  -0.2081
C: -2.44 0.25 4.94  -0.2050
C: -1.96 1.32 4.20  -0.1919
C: -2.26 3.17 1.70  0.0374
C: -2.45 4.46 2.18  -0.2392
C: -3.56 5.19 1.80  -0.2098
C: -4.49 4.65 0.94  -0.2087
C: -4.31 3.36 0.46  -0.2038
C: -3.21 2.62 0.85  -0.1950
C: 3.14 -0.74 -0.62  -0.0800
C: 3.39 -2.11 -0.52  -0.1775
C: 3.48 -2.88 -1.66  -0.2524
C: 3.33 -2.29 -2.92  0.2236
N: 3.17 -3.09 -4.06  -0.6606
C: 2.07 -3.86 -4.34  0.6902
O: 1.98 -4.40 -5.42  -0.6157
C: 1.01 -3.98 -3.27  -0.5183
C: -0.26 -3.23 -3.68  -0.3819
C: -0.09 -1.71 -3.69  -0.5197
C: -0.02 -1.06 -2.32  0.8113
O: -0.06 -1.65 -1.27  -0.6350
O: 0.07 0.25 -2.43  -0.7081
C: 3.26 -0.90 -3.02  -0.2550
C: 3.14 -0.14 -1.88  -0.1536
H: 3.36 0.68 2.45  0.2283
H: 2.52 -0.87 2.49  0.2389
H: 4.17 -0.77 1.85  0.2382
H: 1.20 1.38 2.20  0.4012
H: 0.07 3.88 2.53  0.4804
H: -1.35 -0.30 1.29  0.2223
H: -2.21 -2.17 2.59  0.2190
H: -2.91 -1.84 4.94  0.2148
H: -2.75 0.40 5.96  0.2147
H: -1.89 2.30 4.64  0.2249
H: -1.75 4.90 2.88  0.2079
H: -3.70 6.19 2.19  0.2132
H: -5.35 5.23 0.64  0.2142
H: -5.04 2.92 -0.20  0.2156
H: -3.08 1.61 0.49  0.2275
H: 3.43 -2.58 0.45  0.2138
H: 3.61 -3.95 -1.59  0.2257
H: 3.75 -2.90 -4.86  0.4077
H: 1.35 -3.61 -2.30  0.2361
H: 0.76 -5.04 -3.18  0.2377
H: -0.56 -3.56 -4.67  0.2211
H: -1.05 -3.48 -2.97  0.2200
H: -0.94 -1.25 -4.20  0.2398
H: 0.81 -1.42 -4.25  0.2259
H: 0.01 0.73 -1.57  0.5328
H: 3.21 -0.44 -3.99  0.2218
H: 2.99 0.93 -1.95  0.2329



# 4
Formula: C20H44N2O4
Source: OMol25
Level of theory: ωB97M-V with the def2-TZVPD basis set

2S+1: 1
Kohn-Sham gap: 10.5 eV
net charge: 0
SMILES string: CCCC[C@H](C#N)CC#N.CC(C)O.CC(C)O.CC(C)O.CC(C)O
energy relative to the best compared isomer or geometry (same formula, charge and spin): 0.000 eV

Each line ends with the natural charge from an NBO analysis.
CARTESIAN COORDINATES (ANGSTROEM)
C: 5.63 -3.62 -0.17  -0.6147
C: 5.09 -2.62 -1.22  -0.4247
C: 4.50 -1.31 -0.65  -0.3982
C: 2.99 -1.09 -0.85  -0.3855
C: 2.01 -1.95 -0.01  -0.3228
C: 2.64 -2.62 1.13  0.2907
N: 3.12 -3.11 2.06  -0.3275
C: 1.12 -2.97 -0.80  -0.5099
C: 1.73 -3.48 -2.02  0.2956
N: 2.20 -3.85 -3.00  -0.3326
H: 6.70 -3.79 -0.32  0.2052
H: 5.50 -3.26 0.84  0.2145
H: 5.13 -4.58 -0.26  0.2103
H: 5.93 -2.34 -1.85  0.2060
H: 4.38 -3.10 -1.88  0.2172
H: 4.77 -1.18 0.40  0.2082
H: 4.97 -0.48 -1.18  0.2111
H: 2.76 -1.18 -1.91  0.2186
H: 2.79 -0.05 -0.58  0.2139
H: 1.29 -1.26 0.44  0.2709
H: 0.18 -2.49 -1.05  0.2857
H: 0.90 -3.82 -0.16  0.2612
C: -1.97 1.56 -1.49  -0.6313
C: -1.07 0.82 -0.53  0.0954
C: -0.17 1.76 0.26  -0.6375
O: -0.27 -0.15 -1.23  -0.7404
H: -1.38 2.12 -2.22  0.1993
H: -2.61 0.86 -2.04  0.2205
H: -2.61 2.27 -0.96  0.2188
H: -1.67 0.23 0.17  0.1755
H: 0.48 2.33 -0.42  0.2002
H: 0.47 1.21 0.95  0.2079
H: -0.77 2.48 0.84  0.2323
H: 0.28 0.33 -1.86  0.4655
C: -2.29 0.84 4.05  -0.6306
C: -1.27 1.96 4.06  0.0965
C: -0.71 2.20 5.45  -0.6305
O: -1.84 3.16 3.53  -0.7305
H: -3.14 1.09 4.70  0.2018
H: -2.68 0.68 3.05  0.2127
H: -1.86 -0.10 4.41  0.2129
H: -0.46 1.71 3.38  0.1697
H: -1.50 2.50 6.14  0.1996
H: 0.03 3.01 5.43  0.2178
H: -0.23 1.31 5.84  0.2135
H: -2.57 3.42 4.10  0.4689
C: -3.08 8.22 3.54  -0.6297
C: -2.87 6.72 3.44  0.0955
C: -2.07 6.34 2.20  -0.6382
O: -4.12 6.03 3.47  -0.7241
H: -3.65 8.58 2.68  0.1965
H: -3.65 8.47 4.44  0.2174
H: -2.13 8.75 3.57  0.2117
H: -2.34 6.37 4.33  0.1720
H: -2.60 6.64 1.30  0.1923
H: -1.93 5.26 2.17  0.2376
H: -1.09 6.81 2.21  0.2099
H: -4.62 6.30 2.69  0.4587
C: -0.73 -4.58 -5.03  -0.6307
C: -1.58 -5.65 -5.70  0.0949
C: -0.80 -6.95 -5.89  -0.6295
O: -2.09 -5.19 -6.95  -0.7180
H: 0.14 -4.34 -5.65  0.2031
H: -1.31 -3.66 -4.91  0.2133
H: -0.38 -4.90 -4.06  0.2139
H: -2.46 -5.85 -5.09  0.1704
H: 0.07 -6.78 -6.53  0.1979
H: -1.43 -7.70 -6.36  0.2161
H: -0.45 -7.33 -4.93  0.2115
H: -1.33 -5.00 -7.52  0.4565